1.
DFT (ωB97M-V/def2-TZVPD) results for a molecular structure, C42H95N5O15Rb at a distorted geometry.

Summary:
Orbital gap   3.93 eV
Net charge   +1
HOMO   -6.68 eV

Geometry (Å):
H: 0.26453 -7.67806 -7.98554
H: 1.18192 -6.42702 -3.37116
O: 2.02226 -2.11588 0.57089
C: -3.14702 1.74318 -3.15532
C: -1.83187 -1.92815 6.33404
H: 4.81968 6.06070 0.34389
N: -4.51660 1.02403 -3.23790
C: 3.74465 4.35205 1.03217
H: 1.98563 1.21601 3.08426
H: -0.91390 -6.74687 -9.00092
H: -4.05603 -4.56934 6.16122
H: -6.33471 1.09389 -2.19861
O: 0.79056 1.12574 -4.59673
H: -5.25295 2.52214 -4.63177
H: 5.64454 2.75673 0.56786
C: -5.11392 1.44251 -4.57567
H: -3.25677 5.76696 0.91244
O: -1.72780 1.90551 3.81691
C: -0.88821 1.96226 2.90720
C: 0.80787 -3.65911 -5.44261
H: -1.72032 -4.14486 -4.67736
H: 1.09306 -2.86000 -4.75837
N: 0.29858 -4.93660 -4.73315
O: -0.46083 -0.09487 -3.18215
H: 2.42646 -4.50886 -1.93808
O: -4.18394 -1.06589 -0.86697
C: 3.21232 1.16727 -1.05598
H: -4.92534 1.41603 -1.09804
C: 5.21892 4.55140 -1.09369
H: 2.46242 -1.40860 -2.30791
C: -2.15202 -3.40255 6.19137
H: -1.13066 4.15789 -1.17357
C: -0.90836 6.65916 1.25621
H: 0.16414 6.82688 1.15765
H: -4.17439 -3.13663 7.10519
H: -0.41398 0.29909 5.61810
C: 4.65760 3.20615 -1.60506
C: 3.13587 2.98402 0.62149
C: 3.43401 0.57535 4.00680
H: -1.43945 7.60782 1.33422
H: -3.36109 -2.19985 -2.38622
C: -0.25864 -5.75753 -7.19097
H: -2.14606 -1.53296 7.30007
H: -1.38594 -1.62314 2.86638
C: -0.88460 -3.66686 -2.72114
C: 0.28532 -4.15536 -1.79404
H: 0.14908 -2.91982 4.75052
H: -4.37027 5.54578 -2.85801
H: -2.57947 1.40425 -2.28865
O: -3.64545 5.91103 -2.34535
C: -0.58195 -6.99138 -7.99190
H: 2.17685 3.33849 0.24368
N: -1.41008 6.04053 -0.08616
H: -0.80270 -2.64501 -3.09157
H: -1.56838 -5.61377 -3.77545
C: 1.79246 -0.48667 8.20635
H: 6.17903 4.33072 -0.62722
H: 2.97353 4.84208 1.62660
O: 0.32822 2.13832 3.12660
H: -1.39569 6.27255 -2.13004
H: 0.18232 4.64313 -0.12652
H: -1.84005 -3.80036 -2.21380
H: 5.90627 1.10272 -0.29044
H: 1.13169 1.99375 -4.36913
H: -2.23791 2.06885 1.69003
C: 1.57034 -4.35520 -2.59501
H: -0.09056 -4.96975 -1.17469
H: -1.47000 -7.42607 -7.53308
C: -0.14497 -0.09019 6.60003
H: -4.21809 -3.13230 5.34315
H: -2.68802 1.61122 -4.13512
C: 5.26701 1.77502 0.28180
H: 1.01961 -6.69503 -5.67197
H: 1.95764 0.23958 6.24724
N: -0.29057 -1.60408 6.40439
H: -0.06282 -3.28554 -5.98154
C: -0.90414 4.60541 -0.20583
H: 2.41795 1.63259 -1.63954
H: 2.65592 -0.08792 -3.50122
H: 4.70243 -0.32316 -1.08611
C: 0.38333 -2.42608 7.53703
C: 2.93464 -2.86622 1.00456
O: 3.24231 -3.98761 0.55735
H: 4.79875 0.49600 -2.56449
H: -4.08373 -0.69426 -4.31241
H: 0.66978 -5.35314 -7.59421
H: 5.38784 2.61224 -2.15471
O: -2.56692 -2.16924 1.12292
H: -5.57610 2.69276 -2.22587
C: -4.38072 -0.48091 -3.28559
H: 2.27817 -5.36182 -4.24661
O: 2.48901 0.39858 3.08060
C: 3.17375 -0.75272 -2.80984
H: -3.10593 -1.62931 2.93468
C: 1.35380 -5.39292 -3.66983
H: 0.14635 -1.20010 4.33233
H: 4.98244 1.22099 1.17631
H: -0.27061 -2.37644 8.40765
H: 1.15402 1.35141 7.53545
H: 1.52421 -2.02354 5.28218
O: 3.49394 -2.51722 2.16917
C: -2.96481 6.16971 -0.05743
H: 2.05672 -2.57239 8.75245
H: -3.23211 7.22633 -0.07129
C: 4.27998 5.22995 -0.11072
H: 1.50878 -3.85987 -6.25286
H: -5.42738 -0.78442 -3.30753
C: -3.53289 -1.15335 -2.13437
C: -2.26182 -2.12524 2.45548
H: 0.12840 6.72416 -1.35923
C: -5.39683 1.63095 -2.05701
H: 0.44795 -3.41610 -1.00973
H: -1.21370 5.97595 2.04873
H: -1.33515 3.97549 0.57234
H: 2.51968 -2.26110 7.09291
N: 4.03958 2.32491 -0.50298
H: -1.06558 -5.02476 -7.19247
H: 2.63573 0.70204 -0.25648
H: 1.90197 -3.44436 -3.09350
H: 5.47862 5.26696 -1.87384
H: 3.08238 -1.64997 2.17854
H: 3.81213 3.45507 -2.24641
H: -1.72212 -4.04629 6.95877
H: 1.23027 -0.31409 9.12410
H: -2.47066 -0.91477 -2.18785
H: -3.28041 2.82213 -3.07682
H: 2.78812 -0.11837 8.45355
H: -4.33522 1.16273 -5.28521
C: 1.25400 0.37124 7.06923
C: -0.95552 6.82095 -1.29720
H: -2.32889 -1.33587 5.56574
O: 0.03546 1.86772 -2.58139
O: -1.29542 1.88685 1.67590
O: 3.65874 1.70391 4.47270
H: 3.91652 -1.30965 -3.38098
H: -3.26526 4.28714 -1.13938
H: -0.90754 0.15857 7.33806
C: 4.06659 0.14682 -1.83640
C: 0.06870 -6.16236 -5.68340
C: 0.45706 -1.92808 5.08174
O: 4.27110 -0.32432 4.36730
H: 3.39641 5.71363 -0.52722
C: -3.61739 5.31838 -1.11369
Rb: -0.34887 -0.37809 -0.00265
H: 0.48863 -3.45471 7.19217
H: -1.28462 7.85706 -1.37639
H: -4.64845 5.25175 -0.76644
H: 4.49238 4.13092 1.79381
C: 0.06593 0.98657 -3.44416
C: 1.77685 -2.02232 7.85401
H: -6.06970 0.94390 -4.73685
H: -1.87078 -3.66064 5.17040
H: -3.64213 -1.44918 -0.17334
C: -3.69978 -3.54040 6.21086
H: -0.63717 -6.85321 -5.22234
H: 3.00081 2.35567 1.50185
H: -2.18275 -3.11111 2.91365
C: -1.06906 -4.66574 -3.97548

Forces on atoms 1 to 6 (eV/Å):
H -0.237 -0.132 -0.174
H -0.496 0.237 0.145
O -0.726 1.596 -0.991
C -0.769 -0.314 -0.364
C 1.603 0.123 1.126
H 0.072 0.034 0.077

---

2.
DFT (ωB97M-V/def2-TZVPD) results for a molecular structure, C14H21AuN6S3Si.

Summary:
Orbital gap (alpha / beta)   5.68 / 5.68 eV
Net charge   +2
HOMO (alpha / beta)   -14.11 / -14.11 eV

Geometry (Å):
H: -3.69394 3.70431 -1.23363
H: -2.27617 2.13234 -2.78959
H: 2.14002 -5.35353 0.53873
H: 3.65781 1.05236 2.61822
H: -3.02423 1.25044 2.21358
C: -1.44755 1.72264 -2.22150
H: -4.81836 3.46034 0.10187
H: 0.51589 -1.08886 -2.58503
C: 2.87723 -2.69148 1.54296
H: -0.02935 -2.57235 -3.26668
H: -4.44885 0.87968 -2.45660
N: 2.99038 -1.29915 1.69366
H: -5.58543 0.59480 -1.14186
C: -3.79867 3.26458 -0.23910
C: -0.18356 1.68005 -2.83302
N: 2.55146 2.06693 0.84627
C: 3.67179 -0.97363 2.78746
H: 3.52364 2.35808 0.76253
H: -4.28504 -0.55909 -1.43769
C: -3.65350 0.74173 1.48026
C: 2.16208 -3.17577 0.37038
H: -3.11751 3.78594 0.43755
S: 4.20155 -2.33793 3.67594
Si: -3.47355 1.43667 -0.23181
H: 1.87410 1.10183 -2.52655
S: 0.96531 -4.47464 -1.43476
C: 3.46671 -3.39036 2.52274
C: 0.86890 1.16685 -2.12872
N: 0.39354 -2.08126 -2.49843
Au: 1.94013 -0.17613 0.36307
N: 0.65856 0.71446 -0.87186
S: -0.41706 0.10665 1.34288
C: -1.67711 1.27012 -0.92812
N: 1.67815 -2.21135 -0.51437
H: -0.02670 2.04638 -3.83788
H: -3.44453 -0.32903 1.52667
N: 3.93331 0.27662 3.18459
H: 4.46269 0.45602 4.02055
H: -4.69215 0.88536 1.79118
C: 1.00822 -2.75555 -1.51388
C: -0.54900 0.75862 -0.27374
C: -4.53631 0.50414 -1.43457
H: 2.03441 2.61000 0.15898
H: 3.52957 -4.46066 2.63290
H: 2.19719 2.34494 1.75869
C: 1.87594 -4.44214 0.02770

Forces on atoms 1 to 6 (eV/Å):
H -0.018 0.010 0.031
H 0.032 0.001 -0.012
H -0.036 0.009 -0.020
H 0.018 0.048 -0.006
H -0.036 -0.013 -0.023
C -0.026 -0.035 0.065

---

3.
DFT (ωB97M-V/def2-TZVPD) results for 2 unconnected molecules or ions with the total composition C5H14 at a distorted geometry.

Summary:
SMILES   CCC.CC
Orbital gap   11.79 eV
HOMO   -10.66 eV

Geometry (Å):
H: -1.46334 -1.59924 -1.03723
C: 1.06401 0.51936 -0.23443
H: -3.16044 -0.82576 0.52420
H: 2.97140 1.61380 0.08188
H: -3.13714 -2.06100 -1.67074
H: 0.38466 1.04823 0.42029
C: -3.09137 -0.22947 -0.38514
H: -2.43115 -0.77958 -2.41331
H: 0.89396 0.76213 -1.26371
H: 2.65479 1.20800 2.38708
H: -4.08180 0.19255 -0.51616
H: 1.32201 0.16872 2.08841
H: -2.63386 0.72825 -0.39709
H: 3.01637 -0.40379 2.16569
C: 2.33072 0.39639 1.77694
C: 2.49254 0.64695 0.31415
H: 3.32691 0.05900 -0.31175
C: -2.54315 -1.25642 -1.45659
H: 0.82108 -0.57222 -0.14716

Forces on atoms 1 to 6 (eV/Å):
H -2.530 0.602 -1.281
C 0.565 -1.730 -0.120
H 0.451 0.854 0.521
H -0.826 0.292 0.523
H -1.618 -2.237 0.175
H -0.222 0.275 -0.099

---

4.
DFT (ωB97M-V/def2-TZVPD) results for a molecular structure, C9H24ClO13S3 at a distorted geometry.

Summary:
Orbital gap   7.60 eV
Net charge   -1
HOMO   -5.42 eV

Geometry (Å):
H: -1.44650 2.57832 0.14677
O: -0.96705 0.33537 -0.77031
S: 2.83830 -3.32443 -1.33229
H: -0.82822 2.86275 -2.21234
H: -1.59744 3.21559 -3.68795
S: -1.25174 0.80613 2.88318
H: -1.28902 1.93527 0.75615
Cl: -1.22938 -1.02433 -1.09061
O: 2.47032 -4.74258 -1.37318
C: -2.22920 3.20340 0.57660
O: -2.74736 3.69054 -2.08838
C: 4.47622 -1.57148 1.62782
H: -1.18771 -1.96420 1.83566
O: 0.01539 -1.62110 -1.46564
C: -1.80657 2.82637 -2.69153
H: 0.58402 -2.72401 -1.43510
H: 0.01715 -1.99040 3.06572
H: -2.40106 0.98222 -1.77762
H: 3.74638 -0.85190 -0.19390
O: -2.11330 -1.00067 -2.17644
H: 4.92706 -0.58752 1.75684
O: -1.75920 -1.78830 -0.02742
H: 1.73345 -2.45341 1.32172
H: 5.24861 -1.57007 -0.37811
O: -3.38838 5.54403 -0.41317
H: 1.76814 -1.49743 -0.74819
H: 0.69708 -1.68997 0.10331
H: -1.96724 3.71467 1.50292
C: 4.30062 -1.73086 0.13528
O: 3.31013 -2.59419 -2.49282
H: -3.21310 2.73976 0.50525
O: -0.01684 -0.10713 2.15311
O: -0.47499 1.79502 3.71771
H: -2.67890 2.50338 1.76200
H: 0.31707 -3.25659 0.86102
O: 3.86530 -3.07012 -0.10381
C: -2.04015 1.66090 1.49683
S: -2.32869 4.55792 -0.73313
H: -3.27771 1.34455 -3.32453
C: -2.33411 1.40084 -2.78180
O: -2.23458 -0.10659 3.48700
H: 5.09336 -2.34676 2.08188
H: 3.47852 -1.53899 2.06559
H: -2.68842 0.98856 0.93485
C: -0.20077 -1.57299 2.08266
O: -0.93568 5.00947 -0.88570
H: 1.30038 -2.89683 0.28350
C: 0.70070 -2.25169 1.03740
C: 1.39491 -2.52145 -0.73545
H: -1.64982 0.70093 -3.26137

Forces on atoms 1 to 6 (eV/Å):
H -1.455 5.335 -3.941
O 1.037 1.078 2.041
S -2.580 -0.287 -0.911
H -0.090 -0.012 0.458
H -0.199 0.183 -0.144
S 1.776 -0.627 1.785

---

Number 1: molecular weight 995.7 u. Number 2: molecular weight 594.6 u. Number 3: molecular weight 74.2 u. Number 4: molecular weight 471.9 u.